Here is one molecule with the formula C3H4N2O2S at a distorted geometry from the OMol25 dataset. Energies are from wB97M-V/def2-TZVPD.

As for the structure (SMILES): Nc1oc(=S)oc1N. As for the LUMO energy: 0.516 eV. For the HOMO energy, the calculation gives -8.678 eV. The energy above the lowest of the compared OMol25 structures with the same formula, charge and spin is 42.2 kcal per mole. The frontier orbital gap is 9.19 eV.

Each line ends with the natural charge from an NBO analysis.
Cartesian coordinates (Å):
N 1.172852 -1.602430 -0.069699  -0.836
C 0.224910 -0.674887 -0.025712  0.343
O -1.179120 -1.106932 0.136606  -0.476
C -1.962103 -0.000929 0.012098  0.415
S -3.523237 0.000022 -0.031623  -0.086
O -1.152134 1.042492 0.002125  -0.463
C 0.204783 0.628828 0.013576  0.355
N 1.145393 1.658764 -0.018426  -0.847
H 1.478475 -2.098582 0.773098  0.401
H 1.192506 -2.129560 -0.916316  0.394
H 1.332858 2.070160 0.944289  0.405
H 1.064822 2.213054 -0.820015  0.395

Atoms 1-2, force components in eV/Å:
1.6558 -1.1039 0.4432
-2.4032 -0.5808 1.2324



Here is C29H78CuF2N6O15S2 as an isolated structure at a distorted geometry from the OMol25 dataset. Energies are from wB97M-V/def2-TZVPD.

As for the LUMO energy (alpha / beta): 0.343 / -1.125 eV. For the HOMO energy (alpha / beta), the calculation gives -8.705 / -8.706 eV. As for the spin multiplicity: 2. The frontier orbital gap (alpha / beta) is 9.05 / 7.58 eV.

Each line ends with the Löwdin spin population.
Cartesian coordinates (Å):
Cu 10.144647 15.047965 14.175236  0.718
N 10.939507 12.328935 15.999433  -0.001
S 12.426436 12.233351 16.185592  0.000
O 12.998219 12.684788 17.423414  0.000
O 12.961286 12.732572 14.956822  -0.001
F 12.682828 10.720623 16.218913  0.000
S 9.830330 12.018513 17.092597  0.000
O 10.312173 11.114622 18.078138  0.000
O 8.587173 11.847392 16.451646  0.000
F 9.699136 13.454076 17.912788  0.000
O 6.470766 14.885763 12.520775  0.004
C 7.844323 14.718044 12.443356  0.004
O 8.315675 13.951398 11.592189  0.000
O 8.440002 15.385566 13.351493  0.057
H 6.090361 14.692682 11.639349  0.000
C 10.904130 8.199403 11.396139  0.000
C 10.608750 9.614019 11.808796  0.000
C 9.166452 9.930626 12.225094  0.000
O 8.197596 9.298556 11.419449  0.000
C 6.895716 9.760581 11.788215  0.000
N 11.471395 9.917373 12.962740  0.000
H 10.273042 7.861015 10.601154  0.000
H 10.816265 7.543164 12.222322  0.000
H 12.001155 8.258047 11.232324  0.000
H 10.809122 10.349548 11.009613  0.000
H 8.950605 11.034792 12.070123  0.000
H 9.114451 9.688309 13.318358  0.000
H 6.172754 9.099346 11.259779  0.000
H 6.666453 10.812128 11.430501  0.000
H 6.781904 9.619642 12.880431  0.000
H 12.445994 9.686185 12.753279  0.000
H 11.198043 9.392764 13.761634  0.000
C 15.801811 14.765521 18.936435  0.000
C 16.491868 14.041488 17.767602  0.000
C 16.762361 12.584816 18.083838  0.000
O 17.615866 11.968493 17.063227  0.000
C 18.984264 12.338435 17.241403  0.000
N 15.843142 14.323648 16.489803  0.000
H 14.871708 14.301705 19.318267  0.000
H 15.535216 15.783867 18.567644  0.000
H 16.519926 14.793908 19.842365  0.000
H 17.428296 14.623897 17.784147  0.000
H 15.766741 12.080458 17.977282  0.000
H 17.167633 12.443457 19.100037  0.000
H 19.567609 11.874377 16.386287  0.000
H 19.318784 12.264559 18.267087  0.000
H 19.156007 13.433947 16.945868  0.000
H 16.440291 14.040577 15.636172  0.000
H 14.990628 13.729642 16.450636  0.000
C 9.881963 14.385057 21.933270  0.000
C 11.283211 14.437383 21.421510  0.000
C 11.922242 13.008568 21.313288  0.000
O 13.319797 13.252255 21.226301  0.000
C 14.011295 12.063015 20.815511  0.000
N 11.456215 15.245403 20.208099  0.000
H 9.438026 13.676589 21.254781  0.000
H 9.457771 15.369510 21.962627  0.000
H 9.891742 14.050449 22.927723  0.000
H 11.976243 14.785406 22.146194  0.000
H 11.563031 12.468491 20.442067  0.000
H 11.613007 12.367629 22.180296  0.000
H 13.770066 11.154164 21.365772  0.000
H 15.064140 12.370215 20.827466  0.000
H 13.811204 11.832782 19.783858  0.000
H 11.082883 14.689976 19.443677  0.000
H 12.487496 15.271917 20.048045  0.000
C 12.359984 13.621597 10.764923  0.004
C 12.005722 14.486135 11.975533  0.004
C 11.519426 15.846356 11.508056  0.000
O 11.381220 16.836364 12.563192  -0.001
C 10.409246 17.869866 12.163728  0.000
N 11.004431 13.830979 12.866888  0.086
H 13.169696 13.958747 10.155034  0.001
H 11.372280 13.543160 10.135874  0.000
H 12.496008 12.628674 11.227385  0.000
H 12.832445 14.707680 12.608537  0.000
H 10.562353 15.851740 10.973462  0.000
H 12.149588 16.267745 10.716359  0.000
H 9.390775 17.455171 12.107488  0.000
H 10.679731 18.339367 11.205973  0.000
H 10.492959 18.628536 12.963324  0.000
H 10.213127 13.594847 12.341897  0.001
H 11.341938 12.958486 13.282837  0.002
C 12.584962 16.512234 17.292442  0.005
C 11.421557 15.949941 16.480023  0.005
C 10.258211 16.951124 16.352387  0.001
O 9.223318 16.234449 15.618883  0.035
C 7.912600 16.756354 15.840604  0.004
N 11.840123 15.474192 15.171587  0.067
H 12.277329 16.867065 18.257848  0.001
H 13.046302 17.328387 16.679054  0.000
H 13.393392 15.814968 17.258234  0.000
H 10.980806 15.051133 16.872568  0.000
H 10.653291 17.847144 15.728991  0.000
H 9.761801 17.263429 17.353156  0.000
H 7.633755 16.574575 16.909516  0.001
H 7.408965 16.246520 15.063013  0.000
H 7.886841 17.892610 15.728520  0.000
H 12.462900 14.685005 15.339664  0.001
H 12.333487 16.120892 14.598660  0.002
C 14.295214 7.573240 17.430734  0.000
C 13.785480 7.823958 18.860491  0.000
O 14.442776 8.943133 19.444377  0.000
H 15.358149 7.451506 17.456907  0.000
H 14.041712 8.422340 16.771526  0.000
H 13.871132 6.679846 17.008386  0.000
H 14.062130 7.009418 19.575021  0.000
H 12.728993 7.917302 18.834671  0.000
H 14.061266 9.726428 19.025599  0.000
C 15.596749 9.162572 11.620813  0.000
C 15.484726 8.974340 13.118128  0.000
C 15.503079 10.308781 13.898177  0.000
O 14.295603 8.194655 13.360747  0.000
H 14.672851 9.488730 11.131038  0.000
H 15.812674 8.234727 11.018552  0.000
H 16.353838 9.926765 11.423611  0.000
H 16.282382 8.400610 13.571682  0.000
H 14.719625 11.020828 13.376977  0.000
H 16.426579 10.899643 13.968420  0.000
H 15.129230 10.179280 14.900132  0.000
H 14.542487 7.677819 14.094976  0.000
C 9.638534 7.705899 17.802679  0.000
C 10.259058 7.397126 16.498273  0.000
C 9.711485 6.114526 15.923859  0.000
O 10.164343 8.468911 15.606960  0.000
H 9.754410 6.881659 18.528613  0.000
H 8.550220 7.731307 17.658335  0.000
H 9.894689 8.636333 18.264967  0.000
H 11.292995 7.233469 16.637570  0.000
H 9.879126 5.245836 16.629387  0.000
H 10.277681 5.951052 15.041962  0.000
H 8.601962 6.064550 15.800537  0.000
H 9.244442 8.705794 15.398221  0.000

Atoms 1-2, force components in eV/Å:
-0.0694 0.4392 -0.0910
-3.6748 0.8994 0.2664



Here is a 9-piece molecular cluster, C17H52O9 overall at a distorted geometry from the OMol25 dataset. Energies are from wB97M-V/def2-TZVPD.

As for the LUMO energy (alpha / beta): 2.324 / 2.249 eV. For the HOMO energy (alpha / beta), the calculation gives 0.530 / -7.100 eV. The energy above the lowest of the compared OMol25 structures with the same formula, charge and spin is 50.2 kcal per mole. As for the net charge: -1. As for the spin multiplicity: 2. The frontier orbital gap (alpha / beta) is 1.79 / 9.35 eV.

Each line ends with the Löwdin spin population.
Cartesian coordinates (Å):
C -25.117860 2.875590 -17.073300  0.011
O -24.819800 1.473500 -16.881460  0.010
H -24.217410 3.480330 -17.180920  0.005
H -25.573030 3.078630 -18.042670  0.004
H -25.744180 3.320390 -16.300010  0.001
H -24.108580 1.147070 -17.437520  0.006
C -23.916710 5.908930 -14.840640  0.007
O -23.829040 6.498230 -13.511600  0.002
H -24.817330 6.187460 -15.387810  0.001
H -23.077410 5.936940 -15.535540  0.002
H -24.047000 4.830660 -14.748620  0.001
H -24.385070 7.280730 -13.522600  0.001
C -22.750400 1.564800 -19.614240  0.173
O -23.224540 0.513730 -18.795950  0.142
H -21.705480 1.467520 -19.908850  0.050
H -23.416950 1.724050 -20.461850  0.028
H -22.809310 2.445430 -18.974620  0.012
H -22.776460 -0.314010 -18.984820  0.056
C -25.872980 -1.413460 -18.422660  0.038
O -25.843270 -1.053640 -17.057200  0.005
H -25.329150 -0.654940 -18.985690  0.009
H -25.376310 -2.366550 -18.604450  0.013
H -26.891760 -1.383120 -18.809010  0.007
H -25.767260 -0.097720 -17.012050  0.001
C -23.235960 -0.577800 -14.713110  0.011
O -22.128660 -0.031470 -13.979940  0.003
H -23.648640 -1.525760 -14.367910  0.001
H -24.003870 0.194080 -14.764280  0.001
H -22.856080 -0.725530 -15.724020  0.007
H -21.820100 0.820000 -14.298360  0.000
C -19.944870 4.689860 -14.100450  0.005
C -20.957940 3.750480 -14.655650  0.003
C -21.200210 3.810410 -16.183480  0.023
O -20.640460 2.371520 -14.418610  0.007
H -19.749780 4.762760 -13.030530  0.001
H -20.151340 5.714940 -14.408130  0.001
H -18.926790 4.452740 -14.409310  0.001
H -21.867140 4.022400 -14.119450  0.000
H -20.477090 3.163120 -16.679690  0.011
H -20.979360 4.810420 -16.556720  0.007
H -22.226770 3.544440 -16.435520  0.003
H -20.012500 2.216530 -13.709210  0.001
C -29.082130 2.648780 -16.867100  0.006
C -29.195890 1.194350 -16.340760  0.004
C -29.114530 1.122880 -14.806270  0.003
O -30.365490 0.587950 -16.782530  0.006
H -30.052900 2.982620 -17.233510  0.001
H -28.558120 2.583820 -17.820670  0.002
H -28.550280 3.399020 -16.281970  0.001
H -28.405770 0.542210 -16.712950  0.001
H -28.847730 0.124600 -14.459320  0.001
H -29.933660 1.560440 -14.235590  0.000
H -28.229810 1.641180 -14.436460  0.001
H -30.089190 -0.271210 -17.109790  0.002
C -26.778520 1.349350 -23.409850  0.051
C -26.770670 2.457350 -22.416260  0.021
C -26.601450 1.973400 -20.996670  0.027
O -25.810980 3.401990 -22.637060  0.058
H -26.084170 0.529030 -23.228020  0.027
H -26.641090 1.689610 -24.436220  0.005
H -27.795200 0.961670 -23.474420  0.005
H -27.728270 2.960720 -22.549340  0.002
H -25.849470 1.184340 -20.997690  0.013
H -27.352750 1.301480 -20.581720  0.007
H -26.342950 2.797380 -20.331580  0.004
H -24.971510 2.953390 -22.762170  0.030
C -28.173260 6.108490 -18.122140  0.006
C -26.887850 6.045640 -19.053380  0.007
C -27.211800 5.903930 -20.545960  0.013
O -26.218330 7.270870 -18.737690  0.009
H -28.769600 5.252790 -18.438770  0.001
H -28.805300 6.959460 -18.376070  0.001
H -28.046310 6.108630 -17.039560  0.002
H -26.311210 5.147790 -18.831020  0.003
H -27.710240 6.805940 -20.900990  0.001
H -27.900180 5.084790 -20.753910  0.002
H -26.278380 5.845650 -21.105810  0.005
H -26.812690 7.954660 -19.055150  0.001

Atoms 1-2, force components in eV/Å:
0.8380 -0.4958 -1.0353
-1.4963 1.6349 1.1989



Here is a 3-piece molecular cluster, C8H18FNO12S4 overall from the OMol25 dataset. Energies are from wB97M-V/def2-TZVPD.

As for the structure (SMILES): CCSCN(COO)S(=O)(=O)F.O=S1(=O)OCCO1.O=S1(=O)OCCO1. As for the LUMO energy: 0.220 eV. For the HOMO energy, the calculation gives -9.854 eV. The frontier orbital gap is 10.07 eV.

Each line ends with the natural charge from an NBO analysis.
Cartesian coordinates (Å):
C 4.235869 2.768997 -0.521295  -0.634
C 3.821559 4.180169 -0.943327  -0.523
S 2.230807 4.780226 -0.318053  0.154
C 1.076095 3.922038 -1.438812  -0.358
N -0.124597 3.396633 -0.786887  -0.713
C -0.813168 4.336989 0.136198  0.075
O -0.916586 5.557269 -0.559481  -0.286
O -0.406474 6.597489 0.279129  -0.426
S -0.147504 1.848370 -0.274918  2.540
O -0.562572 0.968837 -1.303730  -0.884
O -0.718161 1.778631 1.027085  -0.921
F 1.388866 1.560153 -0.093883  -0.488
H 3.643367 2.420870 0.322877  0.225
H 4.121435 2.051978 -1.333468  0.214
H 5.280666 2.758222 -0.211576  0.222
H 4.527322 4.922426 -0.570319  0.234
H 3.814167 4.293791 -2.027775  0.218
H 0.732082 4.614670 -2.201855  0.234
H 1.603640 3.109244 -1.932142  0.238
H -0.259580 4.487678 1.062056  0.208
H -1.805387 3.939553 0.342334  0.202
H 0.438551 6.788641 -0.155209  0.471
O 0.193416 -3.890250 3.978259  -0.893
S -0.935534 -3.640347 3.158153  2.554
O -1.832893 -4.691572 2.827125  -0.913
O -0.432296 -2.923471 1.820409  -0.704
C -1.114724 -1.669118 1.628389  -0.099
C -1.414119 -1.203625 3.039402  -0.099
O -1.783134 -2.419691 3.718040  -0.686
H -2.025760 -1.841911 1.053873  0.199
H -0.454030 -0.995952 1.091335  0.220
H -2.252346 -0.516601 3.096912  0.222
H -0.537595 -0.773368 3.524379  0.200
O -2.634777 -6.411534 -3.541718  -0.901
S -2.482798 -5.166942 -2.877268  2.550
O -3.059577 -3.987641 -3.415579  -0.901
O -0.927186 -4.947862 -2.593661  -0.693
C -0.691230 -4.723427 -1.193925  -0.094
C -1.789671 -5.515663 -0.512507  -0.111
O -2.933472 -5.283056 -1.353889  -0.690
H -0.768885 -3.655428 -0.985641  0.190
H 0.307269 -5.079096 -0.956549  0.214
H -2.021246 -5.162467 0.488167  0.237
H -1.569807 -6.583853 -0.490653  0.195

Atoms 1-2, force components in eV/Å:
-0.0628 -0.0083 0.0959
0.1082 0.0997 -0.1132



Here is a 2-piece molecular cluster, H3INOP overall at a distorted geometry from the OMol25 dataset. Energies are from wB97M-V/def2-TZVPD.

As for the structure (SMILES): O=PI.N. As for the LUMO energy: -1.166 eV. For the HOMO energy, the calculation gives -9.878 eV. The energy above the lowest of the compared OMol25 structures with the same formula, charge and spin is 21.0 kcal per mole. The frontier orbital gap is 8.71 eV.

Each line ends with the natural charge from an NBO analysis.
Cartesian coordinates (Å):
O -0.573134 -2.269988 1.344277  -0.975
P -1.565958 -1.252089 1.072662  1.228
I -3.291572 -1.640920 2.788040  -0.254
N 1.209689 1.244413 -1.023896  -1.069
H 2.280308 1.246787 -1.086179  0.356
H 0.910492 2.145829 -1.372390  0.359
H 1.030175 0.525969 -1.722514  0.355

Atoms 1-2, force components in eV/Å:
0.9273 -0.5692 -0.1492
-0.6558 0.4195 0.1261